18
Properties=species:S:1:pos:R:3 method="wB97M-V/def2-TZVPD" total_charge=-2 homo_ev=-0.012 homo_lumo_gap_ev=5.3 fmax_ha_per_bohr=0.015 mol_weight_g_mol=373.24 relative_energy_kcal_mol=0.9 e_lumo_ev=5.3
Pt -0.7691 0.5901 -0.8027
O 3.1883 2.2570 -0.3313
C 1.9664 2.1358 -0.4609
O 1.4083 1.2126 -1.1591
C 0.9839 3.1460 0.2438
O 1.4076 4.2702 0.5503
O -0.1693 2.6764 0.4582
S -2.8529 0.3358 -1.5133
C -2.3020 -1.9909 0.5118
O -0.8710 -2.0047 0.4845
C -0.1845 -0.9941 -0.0446
C 1.2783 -1.3349 0.1008
H -2.5747 -2.7381 1.2598
H -2.6803 -2.2512 -0.4748
H -2.6744 -0.9950 0.7457
H 1.4611 -2.2883 -0.4068
H 1.4827 -1.4684 1.1673
H 1.9014 -0.5581 -0.3288

---

131
Properties=species:S:1:pos:R:3 method="wB97M-V/def2-TZVPD" total_charge=-1 homo_ev=-4.686 homo_lumo_gap_ev=6.8 fmax_ha_per_bohr=0.035 mol_weight_g_mol=672.01 e_lumo_ev=2.1
C -0.1499 -0.6788 -1.0122
C -0.6593 0.7162 -0.6264
C 0.4667 1.5376 0.0236
O -1.2165 1.3938 -1.6861
H -0.9987 -1.3005 -1.3031
H 0.3384 -1.1369 -0.1406
H 0.5542 -0.6443 -1.8469
H -1.3941 0.6565 0.2106
H 0.0522 2.5274 0.2154
H 1.3442 1.5916 -0.6287
H 0.7288 1.0792 0.9880
C 1.4544 -2.1176 2.5838
C 0.4786 -3.2600 2.3814
C 1.2159 -4.5888 2.2521
O -0.4397 -3.3410 3.4626
H 1.9760 -1.8614 1.6572
H 2.1916 -2.2968 3.3719
H 0.9656 -1.1799 2.8612
H -0.0924 -3.0834 1.4684
H 1.9215 -4.6566 1.4212
H 0.5116 -5.4173 2.1602
H 1.8254 -4.7822 3.1429
H 0.0138 -3.4611 4.3018
C -0.4800 4.5549 3.0160
C -1.4718 4.3123 1.8691
C -2.8961 4.5834 2.3064
O -1.1202 5.2023 0.7979
H -0.6232 5.5408 3.4650
H 0.5676 4.3922 2.7632
H -0.6805 3.8173 3.8070
H -1.3371 3.2986 1.4984
H -3.2739 3.8221 2.9935
H -3.5431 4.4948 1.4288
H -3.0214 5.5855 2.7204
H -1.1473 6.0948 1.1567
C 2.4125 -2.4605 -3.7598
C 2.4306 -3.7890 -3.0218
C 2.6902 -3.6169 -1.5307
O 1.1256 -4.3805 -3.1545
H 1.5924 -1.8447 -3.3921
H 2.3570 -2.5637 -4.8449
H 3.3200 -1.8768 -3.5738
H 3.1810 -4.4883 -3.4033
H 1.8233 -3.1767 -1.0347
H 3.5119 -2.9034 -1.4089
H 2.9981 -4.5289 -1.0217
H 0.8193 -4.2244 -4.0533
C 4.5702 -0.0603 2.5935
C 3.9042 1.0848 1.8442
C 3.2231 2.0521 2.7876
O 4.9350 1.8227 1.1836
H 3.8553 -0.6723 3.1527
H 5.3259 0.3439 3.2647
H 5.0101 -0.7812 1.8996
H 3.1927 0.7416 1.0892
H 2.7164 2.8824 2.2954
H 3.9248 2.4784 3.5093
H 2.4609 1.5376 3.3814
H 5.3592 1.2827 0.5009
C 2.2391 1.5238 -4.3757
C 1.7463 2.7576 -3.6308
C 2.2034 4.0478 -4.2305
O 0.3216 2.7211 -3.6467
H 3.3242 1.5324 -4.5535
H 1.7860 1.4916 -5.3689
H 1.9788 0.6143 -3.8334
H 2.0593 2.6840 -2.5763
H 1.8103 4.9201 -3.7053
H 1.8798 4.2157 -5.2615
H 3.2946 4.1209 -4.1608
H 0.0122 2.1014 -2.9467
C -3.4916 0.9312 4.2894
C -2.2231 1.2665 5.0516
C -0.9539 1.0202 4.2616
O -2.3155 2.7055 5.2945
H -4.3809 1.2117 4.8475
H -3.5156 -0.1619 4.2183
H -3.4251 1.3691 3.2964
H -2.1491 0.7978 6.0375
H -0.0790 1.2188 4.8862
H -0.8755 1.6303 3.3612
H -0.9040 -0.0298 3.9535
H -1.7451 2.9394 6.0332
C -2.3557 -6.3404 -1.8581
C -2.1438 -5.3931 -0.6726
C -1.8593 -3.9849 -1.1405
O -3.3230 -5.3947 0.1525
H -2.6555 -7.3313 -1.5326
H -1.3946 -6.4296 -2.3797
H -2.9935 -5.8311 -2.5835
H -1.3261 -5.7593 -0.0495
H -0.8880 -4.0376 -1.6529
H -1.8028 -3.2328 -0.3615
H -2.5474 -3.6290 -1.9135
H -4.0727 -5.1605 -0.4035
C 4.1094 0.4622 -1.8509
O 5.2576 0.0520 -1.0970
H 4.0786 -0.0772 -2.7979
H 3.1621 0.2481 -1.3563
H 4.1728 1.5482 -1.9549
H 6.0442 0.2751 -1.5980
C -4.2992 1.8553 0.3262
O -3.4497 2.6410 -0.4805
H -4.7962 2.4972 1.0524
H -5.0164 1.3250 -0.3058
H -3.7609 1.0688 0.8727
H -2.8234 2.0738 -0.9871
C 2.2740 4.8884 -0.1638
O 1.4159 5.4200 -1.1604
H 1.9271 3.8777 0.0533
H 3.2977 4.7541 -0.5264
H 2.2470 5.4821 0.7517
H 1.9027 6.1123 -1.6157
C -2.8932 -1.6529 1.5719
O -3.0168 -2.8138 2.3811
H -3.0099 -0.7513 2.1853
H -1.9458 -1.5516 1.0367
H -3.7440 -1.6556 0.8879
H -2.1618 -2.9272 2.8299
C -1.4488 -1.2734 -4.3687
O -1.9500 0.0147 -4.0787
H -1.9556 -1.6476 -5.2568
H -0.3698 -1.2336 -4.5607
H -1.6278 -1.9275 -3.5098
H -1.6226 0.3202 -3.1955
C -4.3726 -0.9992 -2.2053
O -5.7011 -0.9155 -1.7054
H -4.1203 -0.0464 -2.6593
H -3.6179 -1.2090 -1.4373
H -4.2609 -1.8139 -2.9311
H -5.9607 -1.7791 -1.3736

---

15
Properties=species:S:1:pos:R:3 method="wB97M-V/def2-TZVPD" homo_ev=-8.586 homo_lumo_gap_ev=9.2 smiles="C=C(O)[C@@H]1CC1=O.[H][H]" fmax_ha_per_bohr=0.020 mol_weight_g_mol=100.12 relative_energy_kcal_mol=99.8 e_lumo_ev=0.6
C 1.2949 0.7436 -0.9313
C 0.3421 -0.1206 -0.5825
O -0.1804 -1.1049 -1.3662
C -0.2646 0.0049 0.7589
C -1.7305 -0.4154 0.9552
C -1.4145 0.8516 0.3180
O -1.7245 1.8475 -0.2652
H 1.9307 0.5673 -1.7863
H 1.5066 1.5919 -0.2849
H -0.1714 -0.7834 -2.2776
H 0.3912 0.2190 1.5989
H -2.1362 -1.2986 0.4757
H -2.0859 -0.2017 1.9616
H 2.2646 -0.6950 0.4828
H 1.9781 -1.2060 0.9429